{
  "formula": "C12H24AlBF8NO3P2",
  "method": "wB97M-V/def2-TZVPD",
  "homo_energy_ha": -0.1399,
  "total_energy_ev": -68050.6403,
  "charge": -1,
  "homo_lumo_gap_ha": 0.2138,
  "e_lumo_ev": 2.012,
  "symbols": ["C", "C", "P", "C", "C", "Al", "C", "C", "O", "C", "C", "F", "F", "C", "F", "F", "C", "F", "F", "C", "F", "F", "P", "N", "B", "O", "O", "C", "H", "H", "H", "H", "H", "H", "H", "H", "H", "H", "H", "H", "H", "H", "H", "H", "H", "H", "H", "H", "H", "H", "H", "H"],
  "xyz": [[2.25692, -0.27378, 3.08522], [3.65385, -0.57063, 2.28073], [3.65441, -0.02417, 0.45136], [4.19826, 1.79162, 0.22091], [3.46347, 2.85643, 1.23858], [1.66998, -0.52496, -0.64765], [0.38219, -1.71926, 0.48740], [-1.01021, -1.83984, -0.39284], [-2.07406, -2.62262, 0.25356], [-2.60734, -1.96836, 1.45585], [-3.40398, -0.56063, 1.19786], [-2.41274, 0.57054, 1.11221], [-4.17609, -0.28951, 2.46840], [-4.49317, -0.58197, -0.02407], [-5.41548, -1.74707, 0.24837], [-3.88639, -0.89422, -1.37216], [-5.34729, 0.80127, -0.22875], [-5.05337, 1.32418, -1.61574], [-4.99901, 1.90338, 0.69629], [-6.98234, 0.62050, -0.16584], [-7.43522, 0.33512, -1.55042], [-7.52670, 1.97863, 0.21017], [0.53491, 1.33375, -1.49429], [1.22044, 2.75801, -1.13463], [2.21764, -1.66927, -2.31855], [1.29195, -2.55566, -3.05167], [3.62475, -1.60742, -2.84963], [4.00856, -0.20168, -3.05875], [1.47550, 0.34279, 2.43042], [2.45330, 0.19768, 4.14013], [1.74363, -1.33296, 3.27455], [3.97780, -1.69785, 2.35329], [4.52458, 0.04527, 2.81515], [5.35765, 1.83430, 0.48471], [4.11227, 2.05994, -0.91485], [3.11062, 3.78253, 0.57472], [2.47655, 2.43460, 1.73885], [4.22129, 3.29040, 2.02431], [0.89665, -2.77890, 0.63372], [0.14732, -1.17030, 1.49357], [-1.37706, -0.77939, -0.80033], [-0.70968, -2.44422, -1.37764], [-1.79621, -1.74940, 2.29347], [-3.37487, -2.72595, 1.95968], [-7.36278, -0.13339, 0.64395], [0.49034, 1.20789, -2.92909], [-0.84742, 1.38486, -1.00143], [1.48619, 3.20420, -2.06368], [1.15765, -2.21235, -3.98625], [4.82013, 0.05608, -2.23154], [4.52798, -0.00742, -4.10694], [3.13467, 0.56918, -2.95073]],
  "forces_ev_per_a": [[-0.519, -1.260, 0.114], [0.415, 1.076, 1.361], [1.221, -0.122, -0.083], [0.987, 0.770, 1.326], [-0.431, 1.234, -1.107], [-0.607, -1.188, 1.191], [-1.397, 0.005, -0.116], [2.437, -0.045, -1.332], [-0.671, 2.200, 1.703], [-0.187, -0.708, 0.554], [1.266, 0.693, 1.966], [-3.404, -3.227, -0.149], [1.725, -0.562, -3.610], [0.267, -1.516, -1.941], [2.501, 3.681, -0.677], [-1.792, 0.940, 4.705], [-0.260, 2.790, -1.724], [-0.723, -1.496, 4.434], [-0.678, -3.822, -2.660], [-0.630, 2.170, -1.012], [1.086, 0.591, 4.370], [1.369, -3.990, -1.270], [-0.181, 1.460, 0.357], [0.626, 0.448, -1.911], [1.199, -1.228, -2.298], [1.005, 1.933, -0.452], [-2.589, 1.723, -0.510], [1.545, 0.752, 0.738], [1.950, -1.128, 1.592], [-0.479, -0.682, -2.058], [0.924, 2.278, -0.296], [-0.809, 2.204, -0.252], [-1.739, -1.301, -1.124], [-2.272, -0.129, -0.639], [-0.186, -0.476, 2.273], [0.629, -1.990, 1.537], [2.282, 0.797, -1.018], [-1.497, -1.088, -1.289], [-1.363, 2.097, -0.049], [0.497, -1.297, -1.679], [0.524, -2.246, 1.266], [-0.915, 1.147, 2.196], [-1.520, -0.170, -1.983], [1.474, 1.752, -1.361], [0.612, 1.392, -1.999], [-0.640, -0.269, 0.389], [0.366, -0.312, -0.823], [-0.492, -0.449, 1.663], [0.615, -0.837, 1.570], [-1.693, -0.367, -1.675], [-1.283, -0.773, 1.982], [1.433, -1.457, -0.191]],
  "lowdin_charge": [-0.2234, -0.4925, 0.7759, -0.5067, -0.2211, 0.0682, -0.2423, -0.2726, -0.1871, -0.1067, -0.1532, -0.0085, -0.0258, -0.0720, 0.0023, 0.0234, -0.1185, 0.0044, 0.0293, -0.0511, -0.0179, -0.0494, 0.5522, -0.4315, -0.5152, -0.0318, -0.1607, -0.1751, 0.0560, 0.0625, 0.0679, 0.0648, 0.0729, 0.0619, 0.0556, 0.0570, 0.0607, 0.0563, 0.0841, 0.0204, 0.0838, 0.1307, 0.1501, 0.1579, 0.1847, -0.0505, -0.0659, -0.0496, 0.1017, 0.0788, 0.1008, 0.0645]
}

***

{
  "formula": "C12H24BNO",
  "method": "wB97M-V/def2-TZVPD",
  "homo_energy_ha": -0.2984,
  "e_above_lowest_ev": 2.5829,
  "smiles": "CC(C)C1(C(C)C)[C@@H]2CCCN21.CB=O",
  "total_energy_ev": -17045.0239,
  "homo_lumo_gap_ha": 0.3077,
  "e_lumo_ev": 0.253,
  "symbols": ["B", "C", "C", "C", "C", "C", "C", "C", "C", "C", "C", "C", "C", "N", "O", "H", "H", "H", "H", "H", "H", "H", "H", "H", "H", "H", "H", "H", "H", "H", "H", "H", "H", "H", "H", "H", "H", "H", "H"],
  "xyz": [[-3.94252, 0.33593, 0.60506], [3.39524, 0.89475, -0.51827], [3.20661, -0.08008, 0.62432], [2.63264, 0.32897, -1.70553], [1.89138, -0.76569, 0.26511], [0.61645, -0.17013, -0.19543], [-5.19255, -0.50736, 0.12191], [0.31126, 1.69390, 1.48822], [0.55887, 2.39314, -0.96487], [-0.67209, -2.40328, -0.99477], [-1.03370, -1.59792, 1.31466], [0.08053, 1.22456, 0.01514], [-0.64419, -1.19721, -0.03254], [1.61022, -0.64195, -1.17965], [-2.85104, 0.66261, 0.95352], [3.16602, 1.95884, -0.12471], [4.40780, 1.02201, -0.86616], [3.86531, -0.96059, 0.72554], [3.00854, 0.48397, 1.61884], [2.05979, 0.94543, -2.48601], [3.33861, -0.21948, -2.29838], [1.82897, -1.76011, 0.71446], [-4.95043, -1.53261, 0.06963], [-5.54951, -0.33271, -0.98161], [-5.94393, -0.36701, 0.93511], [-0.44780, 2.23829, 1.79875], [1.25182, 2.17777, 1.47780], [0.35277, 0.85018, 2.15419], [0.43806, 1.95308, -2.01703], [1.50350, 2.74182, -0.62207], [-0.16715, 3.08885, -0.71170], [-1.61849, -2.84542, -0.79896], [0.11306, -3.10202, -0.90608], [-0.75784, -1.92960, -1.95596], [-1.47697, -0.79146, 1.91073], [-0.21846, -1.86658, 2.02821], [-1.77573, -2.40860, 1.12932], [-0.92085, 1.15261, -0.20360], [-1.47422, -0.66688, -0.38718]],
  "forces_ev_per_a": [[-1.528, -2.002, -1.330], [0.616, 2.594, 0.353], [-1.974, 0.335, 1.603], [-2.623, 0.149, -0.707], [-0.055, -0.653, 0.043], [-0.966, -1.366, 0.409], [-0.547, 2.085, -0.881], [2.102, -3.454, -2.663], [-0.780, -3.767, -0.087], [-0.158, 2.107, 0.272], [0.046, -0.361, 2.756], [3.085, 1.338, 0.257], [2.503, 0.318, -1.854], [0.460, -0.299, -0.169], [0.533, 1.272, 0.570], [-0.157, -1.741, -0.904], [0.675, -0.149, 0.240], [0.442, 1.002, 0.031], [1.002, -1.099, -1.413], [1.291, -0.183, 1.487], [0.257, -0.709, -0.240], [-0.171, 0.006, -0.302], [0.674, -1.264, 0.431], [0.372, 0.400, 2.368], [-0.006, -0.137, -1.109], [-3.380, 3.133, 1.430], [0.928, 0.804, 0.497], [0.179, -0.502, 0.270], [0.460, 1.383, 1.413], [0.835, 0.305, -0.618], [-1.285, 1.869, -0.266], [-0.781, -0.872, 0.056], [0.967, -0.730, -0.059], [0.476, -0.443, -0.845], [-0.339, -0.122, -0.507], [-0.238, -0.709, -0.889], [0.474, 0.376, 1.063], [-2.285, -0.069, -0.107], [-1.104, 1.156, -0.599]],
  "lowdin_charge": [-0.2868, -0.1907, -0.1294, -0.1632, -0.2265, -0.2746, -0.0091, -0.0111, -0.0310, -0.0510, -0.0918, -0.2880, -0.3565, 0.0246, 0.1320, 0.1164, 0.0927, 0.1159, 0.1325, 0.1194, 0.0956, 0.1341, 0.0301, 0.1066, 0.0700, 0.0244, 0.0616, 0.0802, 0.1031, 0.0356, 0.0476, 0.0549, 0.0645, 0.0745, 0.0636, 0.0929, 0.0926, 0.0651, 0.0790]
}

***

{
  "formula": "C12H24BO4",
  "method": "wB97M-V/def2-TZVPD",
  "homo_energy_ha": -0.1269,
  "total_energy_ev": -21701.7688,
  "charge": -1,
  "homo_lumo_gap_ha": 0.2173,
  "e_lumo_ev": 2.459,
  "symbols": ["C", "C", "O", "O", "C", "C", "C", "C", "C", "C", "C", "C", "B", "O", "C", "C", "O", "H", "H", "H", "H", "H", "H", "H", "H", "H", "H", "H", "H", "H", "H", "H", "H", "H", "H", "H", "H", "H", "H", "H", "H"],
  "xyz": [[-2.28079, 5.35621, -3.85494], [-0.90364, 5.10003, -3.30179], [-0.04934, 5.91689, -3.34940], [-0.77008, 3.89607, -2.76488], [0.57655, 3.35616, -2.77923], [0.47054, 1.83865, -3.01533], [0.96494, 1.07700, -1.77940], [0.41297, -0.34352, -1.65104], [0.68487, -0.85123, -0.21113], [1.09874, -2.32051, -0.14806], [0.89643, -2.81549, 1.30355], [-0.54352, -3.25279, 1.58334], [-0.94827, -3.01204, 3.14246], [-0.73863, -1.64235, 3.69466], [0.17979, -1.75570, 4.74271], [-0.10112, -3.18246, 5.27253], [-0.23247, -3.90795, 4.10368], [-2.69411, 4.40582, -4.17195], [-2.91192, 5.70415, -3.04424], [-2.24229, 6.03898, -4.68356], [1.20844, 3.84303, -3.50890], [0.99473, 3.53935, -1.79983], [1.16770, 1.62639, -3.81956], [-0.53761, 1.57299, -3.29282], [2.04704, 1.02213, -1.71200], [0.59505, 1.60846, -0.90791], [0.86149, -1.00724, -2.38050], [-0.66528, -0.31780, -1.75021], [1.53283, -0.28314, 0.15555], [-0.17801, -0.67937, 0.41820], [2.15994, -2.39038, -0.37658], [0.51685, -2.92973, -0.83449], [1.07641, -1.94070, 1.92705], [1.63567, -3.56064, 1.57853], [-1.25582, -2.70452, 0.96823], [-0.65826, -4.31575, 1.36674], [-2.15735, -3.28809, 3.31478], [0.05604, -1.01164, 5.53308], [1.17201, -1.69104, 4.28010], [0.63657, -3.58311, 5.96729], [-1.07706, -3.11511, 5.78528]],
  "forces_ev_per_a": [[-0.101, -1.058, 0.517], [-1.560, -0.009, -0.234], [1.834, 1.249, -0.152], [0.271, -0.616, -0.554], [-0.464, -0.687, 0.565], [1.517, 0.668, 0.512], [-1.261, -0.509, -0.221], [0.240, 0.389, 1.164], [0.509, -0.497, -1.338], [-0.013, 0.068, 1.149], [-0.502, 0.515, -0.692], [0.680, -0.077, 0.968], [-1.377, -0.754, 0.425], [0.075, 0.645, -0.138], [-0.055, -0.814, -0.089], [-0.260, 1.015, -0.452], [0.807, -0.568, -0.289], [-0.204, -0.104, -0.170], [-0.158, 0.334, 0.001], [0.038, 0.430, -0.083], [-0.222, 0.363, -0.261], [0.246, 0.153, 0.245], [-0.249, -0.331, -0.502], [-0.263, -0.126, -0.078], [0.240, 0.273, -0.085], [0.097, 0.197, 0.321], [-0.039, -0.200, -0.276], [-0.287, -0.097, -0.552], [0.043, 0.232, 0.496], [-0.157, 0.138, 0.236], [0.178, -0.073, -0.500], [-0.016, -0.150, -0.212], [0.285, 0.084, 0.288], [-0.033, -0.304, 0.067], [-0.057, 0.155, -0.237], [-0.145, -0.148, -0.162], [-0.304, 0.105, -0.315], [-0.100, 0.344, -0.128], [0.505, -0.010, 0.563], [0.272, -0.151, -0.042], [-0.010, -0.074, 0.246]],
  "lowdin_charge": [0.0217, -0.5892, 0.1158, 0.0034, -0.1442, -0.1564, -0.2259, -0.2056, -0.2147, -0.2244, -0.2288, -0.1347, -0.7550, -0.0910, -0.2395, -0.2555, -0.0880, 0.0798, 0.0880, 0.0799, 0.1174, 0.1186, 0.1055, 0.1116, 0.1165, 0.1102, 0.1043, 0.1067, 0.1028, 0.1147, 0.0963, 0.1012, 0.0876, 0.1036, 0.0811, 0.0846, 0.0889, 0.1009, 0.1016, 0.1022, 0.1082]
}

***

{
  "formula": "C12H24Br6IN2",
  "method": "wB97M-V/def2-TZVPD",
  "homo_energy_ha": -0.4410,
  "total_energy_ev": -444162.3381,
  "charge": 1,
  "homo_lumo_gap_ha": 0.2889,
  "e_lumo_ev": -4.138,
  "symbols": ["N", "C", "C", "C", "C", "N", "C", "I", "C", "H", "H", "H", "H", "H", "H", "H", "H", "H", "H", "H", "H", "Br", "C", "C", "Br", "H", "H", "H", "H", "Br", "C", "C", "Br", "H", "H", "H", "H", "Br", "C", "C", "Br", "H", "H", "H", "H"],
  "xyz": [[4.68451, -1.14307, 0.36739], [3.41148, -0.73408, 1.03023], [2.27796, -1.66784, 0.48492], [1.00057, -0.90893, -0.00194], [0.09116, -0.20433, 1.04999], [-0.71395, -1.26849, 1.68183], [-0.77011, -2.34198, 0.95067], [-1.77205, -4.18047, 1.46187], [0.00048, -2.10752, -0.37510], [4.67731, -2.15972, 0.31315], [5.46051, -0.93657, 0.99285], [3.20878, 0.34188, 0.88608], [3.51816, -0.93263, 2.11939], [1.98376, -2.36091, 1.30657], [2.66277, -2.22337, -0.39922], [1.21506, -0.21590, -0.83409], [-0.55576, 0.61172, 0.66523], [0.75850, 0.22678, 1.83088], [-1.17924, -1.18332, 2.58752], [-0.70352, -1.71932, -1.13798], [0.64755, -2.95736, -0.66034], [2.99951, 2.45942, -0.36203], [3.68331, 2.35662, -2.18324], [2.58575, 2.60370, -3.18279], [1.44349, 1.03339, -3.36819], [4.15177, 1.38190, -2.29497], [4.44625, 3.13083, -2.24582], [2.99812, 2.77475, -4.17588], [1.94195, 3.43734, -2.91289], [-2.58063, -1.03049, 5.36107], [-3.64033, -2.51536, 4.67515], [-4.76465, -2.02892, 3.79699], [-6.22824, -1.30456, 4.85428], [-3.98598, -3.08542, 5.53334], [-2.93599, -3.11387, 4.10390], [-5.19862, -2.85710, 3.23757], [-4.45861, -1.24857, 3.10397], [-1.54612, 4.13564, -1.73318], [-1.80524, 3.46989, -3.54616], [-3.25436, 3.16163, -3.81586], [-3.78977, 1.48577, -2.97672], [-1.15681, 2.60509, -3.66164], [-1.45603, 4.27080, -4.19646], [-3.42265, 3.01355, -4.88135], [-3.93005, 3.92939, -3.44898]],
  "forces_ev_per_a": [[-0.436, 0.200, 0.356], [0.352, -1.177, 0.405], [-0.162, 1.633, 0.566], [-1.523, -1.642, 0.231], [1.932, 1.236, 0.960], [-0.195, -1.432, -0.867], [0.250, 0.106, -0.591], [0.816, 1.593, -0.398], [0.643, 0.845, 0.480], [0.089, 0.134, -0.089], [-0.030, 0.182, -0.246], [0.148, -0.816, -0.064], [-0.338, 0.358, -0.408], [0.218, 0.111, -0.708], [-0.279, 0.243, 0.635], [-0.177, -0.499, 0.319], [0.302, -0.676, 0.019], [-0.714, -0.060, -0.277], [0.105, 0.121, -0.047], [0.124, -0.822, 0.194], [-1.106, 0.120, -0.217], [-0.039, 0.293, -0.170], [0.067, 0.132, 0.107], [0.035, -0.073, -0.177], [-0.096, 0.069, -0.010], [-0.065, 0.031, 0.006], [-0.078, 0.011, -0.029], [0.037, -0.050, 0.055], [0.030, -0.069, 0.059], [0.077, -0.018, -0.126], [0.131, 0.090, -0.083], [-0.373, -0.078, 0.147], [0.147, 0.030, -0.102], [-0.033, 0.075, -0.041], [-0.060, -0.078, 0.005], [0.080, -0.016, 0.034], [0.047, -0.036, 0.051], [0.104, -0.126, -0.012], [0.039, 0.239, 0.054], [-0.015, -0.210, -0.127], [-0.018, 0.057, 0.043], [-0.091, 0.006, 0.000], [-0.085, -0.022, 0.001], [0.057, 0.006, 0.036], [0.083, -0.024, 0.025]],
  "lowdin_charge": [-0.0107, -0.2883, -0.1536, -0.2652, -0.0810, 0.0752, -0.5996, 0.9994, -0.1157, 0.0586, 0.0699, -0.0144, 0.1096, 0.1237, 0.1236, 0.0653, 0.1503, 0.1428, 0.1234, 0.1426, 0.1196, 0.7029, -0.6479, -0.6602, 0.6534, 0.0580, 0.0658, 0.0661, 0.0489, 0.6246, -0.7084, -0.7189, 0.6454, 0.0583, -0.0271, 0.0566, 0.0444, 0.5897, -0.7028, -0.6863, 0.5848, -0.0009, 0.0625, 0.0616, 0.0538]
}